# 1
{
  "formula": "C7H12O2",
  "method": "ωB97M-V/def2-TZVPD",
  "smiles": "C=C/C=C(\\C)C(C)(O)O",
  "total_energy_ev": -11547.6802,
  "relative_energy_ev": 0.723,
  "multiplicity": 1,
  "symbols": ["C", "C", "C", "C", "C", "C", "C", "O", "O", "H", "H", "H", "H", "H", "H", "H", "H", "H", "H", "H", "H"],
  "positions_angstrom": [[1.487100, 0.210031, 0.047621], [2.217870, -1.129629, 0.108721], [-0.292150, -0.524749, -1.645909], [0.008370, 0.044901, -0.278559], [-0.965800, 0.380811, 0.594821], [-2.388310, 0.215711, 0.395421], [-3.296410, 0.609791, 1.296391], [2.095430, 1.033021, -0.925969], [1.668840, 0.886891, 1.276421], [1.466110, 1.760971, -1.064599], [2.624680, 0.858371, 1.443541], [-0.679190, 0.795981, 1.561821], [-2.738920, -0.260469, -0.515869], [3.285590, -0.977769, 0.307321], [1.825740, -1.758299, 0.915841], [2.149880, -1.679109, -0.835959], [-1.147400, -0.026249, -2.113439], [-0.497180, -1.597449, -1.573699], [0.547120, -0.390379, -2.335999], [-3.015760, 1.087331, 2.229851], [-4.355600, 0.460281, 1.112221]],
  "atomic_forces_ev_per_a": [[0.1809, 0.2231, 0.4705], [0.1999, -0.2405, -0.2900], [0.1388, 0.0431, -0.1519], [-0.6483, 0.2141, 0.5303], [1.2462, -0.0314, -0.0570], [-0.6553, 0.1036, 0.1426], [0.0668, -0.1637, -0.3414], [-0.2341, -0.1179, -0.7348], [-0.2288, -0.3555, 0.4262], [0.4328, -0.1246, 0.0188], [-0.4014, 0.1375, -0.0060], [0.0748, -0.0934, -0.2065], [0.0573, 0.0408, 0.0356], [-0.1313, 0.1587, -0.0747], [-0.1086, 0.2550, -0.1881], [-0.0833, 0.1244, 0.1346], [0.0397, -0.1840, 0.1784], [-0.0616, 0.0707, -0.1067], [-0.0427, -0.0523, 0.2310], [0.0435, -0.0454, -0.0790], [0.1147, 0.0376, 0.0679]],
  "lowdin_charge": [-0.6254, 0.0066, -0.0492, -0.2009, -0.0624, -0.1775, 0.0136, 0.0128, 0.0044, 0.1178, 0.1062, 0.1167, 0.0953, 0.0904, 0.0997, 0.0877, 0.0799, 0.0917, 0.0817, 0.0589, 0.0519]
}



# 2
{
  "formula": "C7H12O2",
  "method": "ωB97M-V/def2-TZVPD",
  "total_energy_ev": -11543.0020,
  "relative_energy_ev": 5.402,
  "multiplicity": 1,
  "symbols": ["C", "C", "C", "C", "C", "O", "O", "C", "C", "H", "H", "H", "H", "H", "H", "H", "H", "H", "H", "H", "H"],
  "positions_angstrom": [[-0.372017, -0.450795, 0.320310], [1.372504, 1.738498, 0.409703], [-0.474038, -0.315088, 1.834088], [-1.738770, -0.686615, -0.305723], [0.659061, -1.481128, -0.109340], [0.084336, 0.923659, -0.139472], [1.691928, 2.147146, -0.805225], [0.489188, 1.199219, -1.525289], [0.085935, 0.861045, -2.642725], [2.017947, 0.990553, 0.887418], [0.954189, 2.466220, 1.111970], [0.499508, -0.143559, 2.294544], [-1.145190, 0.500506, 2.105043], [-0.878363, -1.242052, 2.242960], [-1.659674, -0.735776, -1.388687], [-2.141948, -1.626748, 0.078577], [-2.422995, 0.120455, -0.042243], [1.636732, -1.275605, 0.329230], [0.335742, -2.466945, 0.229732], [0.755062, -1.494281, -1.193493], [0.250861, 0.971291, -3.691377]],
  "atomic_forces_ev_per_a": [[0.0896, 0.1806, -0.0933], [-0.4746, -0.3449, -0.3355], [0.0173, 0.0130, -0.1381], [0.1240, 0.0394, 0.0378], [-0.0750, 0.1120, 0.0111], [0.2887, 0.0613, 0.3826], [-0.2491, -0.1982, -0.0071], [0.1311, -0.0092, -0.0337], [0.0815, 0.0572, 0.2892], [-0.0209, 0.0137, -0.0275], [0.0170, -0.0137, -0.0438], [0.0060, -0.0043, -0.0220], [0.0003, -0.0181, -0.0208], [0.0089, 0.0203, -0.0300], [0.0165, -0.0037, 0.0153], [0.0332, 0.0311, 0.0034], [0.0202, -0.0126, 0.0104], [-0.0135, 0.0075, 0.0123], [-0.0080, 0.0358, 0.0004], [-0.0201, 0.0130, 0.0023], [0.0268, 0.0198, -0.0132]],
  "lowdin_charge": [-0.5204, -0.1526, -0.0201, -0.0209, -0.0123, -0.1046, -0.0565, -0.2798, 0.0902, 0.1174, 0.1299, 0.0848, 0.0972, 0.0972, 0.0721, 0.0945, 0.0965, 0.0887, 0.0978, 0.0857, 0.0149]
}



# 3
{
  "formula": "C7H12O2Si",
  "method": "ωB97M-V/def2-TZVPD",
  "smiles": "C=[Si](C)C.Oc1ccoc1",
  "total_energy_ev": -19422.5039,
  "relative_energy_ev": 4.419,
  "multiplicity": 1,
  "symbols": ["C", "C", "C", "C", "C", "C", "C", "O", "O", "Si", "H", "H", "H", "H", "H", "H", "H", "H", "H", "H", "H", "H"],
  "positions_angstrom": [[-4.424064, -0.373266, 0.026911], [-3.772402, -0.194200, -2.154792], [-3.077790, -0.059661, -0.046343], [-2.751255, 0.281294, -1.405535], [3.444519, 1.887359, 0.984408], [0.860646, 0.425045, -0.558714], [2.187190, -0.877127, 1.918186], [-4.843915, -0.508576, -1.322270], [-2.273635, 0.282204, 1.029218], [2.087902, 0.588924, 0.700409], [-5.097265, -0.676296, 0.801925], [-4.057108, -0.383930, -3.221055], [4.228830, 1.437311, 1.545351], [3.860878, 2.217936, 0.133457], [3.059173, 2.700511, 1.576371], [0.618433, 1.388975, -1.033856], [-0.030276, -0.251912, -0.516328], [-1.706552, 0.510709, -1.587541], [2.844888, -1.566949, 1.583717], [2.200529, -0.598249, 2.931803], [1.096769, -1.351501, 1.733340], [-1.368635, 0.537339, 0.765788]],
  "atomic_forces_ev_per_a": [[1.9935, -0.3446, -2.3789], [-2.1042, 0.0506, 0.0922], [-1.1481, 2.0659, 1.1600], [0.9353, -1.7878, 0.4682], [-2.2579, -1.5759, 2.0168], [-0.0789, 1.2641, 1.5051], [-5.2622, 1.5819, -1.7178], [0.9814, -0.0505, 0.7225], [-0.2832, -0.4819, -0.2569], [-0.9178, -1.1551, -0.1679], [-0.1501, 0.0427, -0.0050], [0.7848, 0.5910, 1.2173], [0.5750, -0.5849, 0.6191], [1.2766, 1.4515, -3.1859], [-0.1990, 0.4300, 0.1190], [0.2348, -0.5402, -0.3953], [1.3400, 0.2450, -0.0318], [-0.4339, 0.2082, -0.8279], [2.4150, -2.2488, -0.5144], [0.5130, 0.1755, 1.2859], [2.3553, 0.8711, 0.4809], [-0.5695, -0.2078, -0.2050]],
  "lowdin_charge": [-0.0062, -0.0971, -0.3104, -0.0195, -0.1855, -0.2457, -0.2047, -0.0613, 0.0128, 0.7200, 0.1145, 0.1381, 0.0189, -0.0260, 0.0284, -0.0349, -0.0337, 0.0855, -0.0341, -0.0004, 0.0823, 0.0589]
}



# 4
{
  "formula": "C7H12O3",
  "method": "ωB97M-V/def2-TZVPD",
  "total_energy_ev": -13592.4592,
  "relative_energy_ev": 3.615,
  "multiplicity": 1,
  "symbols": ["C", "C", "C", "C", "C", "C", "C", "O", "O", "O", "H", "H", "H", "H", "H", "H", "H", "H", "H", "H", "H", "H"],
  "positions_angstrom": [[-1.021578, -0.749992, 0.114033], [-1.066325, -0.145061, -1.239311], [1.623321, -1.228249, 1.312137], [-2.173453, -0.496656, 1.028672], [1.390534, 0.402267, -0.897758], [-0.017980, 0.968265, -1.022386], [-0.353724, 2.184541, -0.574881], [0.638918, -0.281605, 0.940800], [2.319349, 1.430387, -0.765720], [1.698697, -0.569432, -1.617161], [3.009627, 1.190403, -1.405688], [-0.666717, -1.778286, 0.084054], [-0.657213, -0.828958, -1.986968], [-2.029752, 0.293766, -1.503804], [2.605908, -0.750797, 1.233730], [1.595039, -2.107467, 0.660743], [1.501766, -1.467853, 2.371187], [-2.553863, 0.524368, 0.965445], [-2.994123, -1.169816, 0.748179], [-1.910206, -0.728613, 2.063688], [-1.354641, 2.420963, -0.230718], [0.416416, 2.887823, -0.278272]],
  "atomic_forces_ev_per_a": [[1.7671, -1.9019, 1.0844], [1.8038, 1.3009, 0.1869], [-0.7105, -0.0755, 0.1129], [0.4261, 0.1552, 0.5804], [-0.2283, 0.8943, -5.0297], [-0.7041, 0.2789, 1.0924], [0.5760, -0.6188, 0.3582], [-1.7667, 0.6525, -0.9198], [-0.3632, -0.8813, 0.7968], [-0.1853, 0.8166, 2.2221], [0.0089, -0.1451, 0.4288], [-0.3874, -0.0362, 0.2031], [-0.3635, 0.1168, 0.0169], [0.0817, -0.1860, 0.1384], [-0.0895, 0.0205, -0.2922], [0.1382, -0.0959, 0.2086], [-0.1179, -0.4272, -0.0680], [0.1622, -0.0147, 0.0085], [0.2089, 0.0315, -0.1468], [-0.0538, 0.0892, -0.1151], [-0.2090, 0.1329, -0.7713], [0.0064, -0.1067, -0.0953]],
  "lowdin_charge": [-0.1190, -0.1043, -0.1400, -0.0414, -0.5064, -0.2104, 0.0906, -0.2328, 0.0626, 0.0331, 0.1232, 0.1294, 0.1212, 0.1288, 0.0893, 0.0850, 0.0787, 0.0819, 0.0997, 0.0899, 0.0677, 0.0730]
}



# 5
{
  "formula": "C7H12O3",
  "method": "ωB97M-V/def2-TZVPD",
  "smiles": "CC1(C)C[C@@H](C(=O)O)[C@H]1O",
  "total_energy_ev": -13594.7404,
  "relative_energy_ev": 1.334,
  "multiplicity": 1,
  "symbols": ["C", "C", "C", "C", "C", "C", "O", "C", "O", "H", "H", "H", "H", "H", "H", "H", "H", "H", "H", "O", "H", "H"],
  "positions_angstrom": [[-2.586786, 0.619783, 0.298118], [-1.781138, -0.257664, 1.242452], [-2.695439, -1.017971, 2.200384], [-0.715082, -1.190422, 0.595372], [0.304588, -0.732430, 1.658617], [-0.641434, 0.450686, 2.034160], [-0.069849, 1.619489, 1.487300], [1.630955, -0.098272, 1.333013], [2.579426, -0.095007, 2.079695], [-1.948746, 1.161439, -0.414494], [-3.280144, -0.004562, -0.283997], [-3.179076, 1.359636, 0.856073], [-3.374101, -1.673505, 1.635838], [-2.122966, -1.644285, 2.900195], [-3.304871, -0.316703, 2.789262], [-0.941032, -2.263599, 0.585837], [-0.478566, -0.883286, -0.434276], [0.430115, -1.435233, 2.489165], [-0.814027, 0.637035, 3.100557], [1.891035, 0.556160, -0.003585], [0.512089, 1.601873, 0.563636], [1.242590, 0.228105, -0.637231]],
  "atomic_forces_ev_per_a": [[-0.0976, -0.0154, -0.1507], [-0.1848, 0.2579, -0.0419], [-0.0633, -0.0490, 0.0238], [-0.1234, 0.0531, -0.2243], [-0.0404, 0.3079, 0.2193], [0.9062, -0.1892, -1.0073], [0.7122, 1.4889, -2.3378], [3.2700, -0.3507, -0.5871], [-1.8329, 0.2464, -1.1757], [-0.1176, -0.1122, 0.2637], [0.1125, 0.1492, 0.1138], [0.1706, -0.1823, -0.1446], [0.1518, 0.1349, 0.1622], [-0.1276, 0.1415, -0.1476], [0.1560, -0.1792, -0.1392], [0.0685, 0.2619, 0.0041], [0.0115, -0.0921, 0.2459], [0.2692, 0.0835, -0.3855], [0.0400, 0.0651, -0.2680], [-0.9305, -1.2019, 2.1970], [-2.2896, -0.5921, 3.5077], [-0.0606, -0.2261, -0.1275]],
  "lowdin_charge": [-0.0369, -0.4964, -0.0425, -0.0561, -0.1429, -0.2687, -0.0749, -0.3558, 0.1394, 0.0802, 0.0882, 0.0929, 0.0897, 0.0894, 0.0916, 0.1204, 0.1119, 0.1582, 0.1622, 0.0074, 0.1716, 0.0709]
}



# 6
{
  "formula": "C7H12O3",
  "method": "ωB97M-V/def2-TZVPD",
  "smiles": "C=C(C[C@H](C)OC)C(=O)O",
  "total_energy_ev": -13595.3972,
  "relative_energy_ev": 0.677,
  "multiplicity": 1,
  "symbols": ["C", "C", "C", "C", "C", "C", "C", "O", "O", "O", "H", "H", "H", "H", "H", "H", "H", "H", "H", "H", "H", "H"],
  "positions_angstrom": [[-0.707176, 0.282318, 1.197590], [0.598298, 0.773057, 0.523743], [-2.083937, -0.353033, -0.658418], [-0.418561, -0.232359, 2.608510], [1.095299, 0.703209, -1.961846], [1.129011, -0.000302, -0.657333], [1.599415, -1.255789, -0.557806], [-1.395050, -0.767780, 0.513792], [1.839306, 0.116646, -2.913124], [0.484918, 1.733987, -2.193083], [1.730385, 0.705508, -3.687634], [-1.390935, 1.133939, 1.312861], [0.437150, 1.821502, 0.240031], [1.401564, 0.844808, 1.271074], [-1.468742, -0.548903, -1.539388], [-2.371177, 0.701849, -0.627118], [-2.989578, -0.959483, -0.748583], [0.297108, -1.060943, 2.588662], [-0.015926, 0.563429, 3.243671], [-1.334291, -0.614656, 3.072889], [1.601788, -1.779929, 0.392196], [1.961131, -1.807077, -1.420687]],
  "atomic_forces_ev_per_a": [[-0.1198, -0.6322, 0.6071], [0.1897, 0.8850, -0.0365], [0.0669, -0.3748, 0.0346], [-0.2005, -0.2840, 0.0098], [-0.3723, 0.8111, -0.2167], [0.0551, -0.7366, 0.4778], [-0.3020, 0.6067, -0.2453], [0.1082, 0.5961, 0.1608], [-0.0503, 0.3095, -0.5664], [0.4254, -0.8533, 0.3537], [0.1242, -0.4095, 0.2454], [0.0252, -0.0338, -0.2614], [0.0709, -0.3314, -0.2706], [-0.2412, -0.3027, -0.0283], [0.0051, 0.2085, -0.0924], [0.1014, -0.0178, 0.0302], [0.0933, 0.0542, 0.0859], [-0.0016, 0.1316, -0.0644], [-0.0069, -0.0818, -0.1661], [0.0968, 0.1443, -0.1109], [-0.0294, 0.1267, -0.0426], [-0.0382, 0.1843, 0.0963]],
  "lowdin_charge": [-0.3917, -0.0976, -0.0828, -0.0466, -0.5030, -0.2125, 0.1323, -0.1684, 0.0986, 0.0886, 0.1382, 0.1370, 0.1169, 0.1228, 0.0799, 0.0956, 0.0879, 0.0785, 0.0837, 0.0822, 0.0811, 0.0792]
}



# 7
{
  "formula": "C7H12S",
  "method": "ωB97M-V/def2-TZVPD",
  "smiles": "CSC1=CCC[C@@H]1C",
  "total_energy_ev": -18286.1770,
  "relative_energy_ev": 3.055,
  "multiplicity": 1,
  "symbols": ["C", "C", "C", "C", "C", "C", "C", "H", "H", "H", "H", "H", "H", "H", "H", "H", "H", "H", "H", "S"],
  "positions_angstrom": [[-2.831439, -0.167600, 0.612022], [-0.231976, -0.705270, -0.297518], [0.596676, -1.764262, -0.131336], [2.069393, -1.271069, 0.005629], [1.913323, 0.244949, 0.254457], [0.562665, 0.618721, -0.630879], [-0.299734, 1.845884, -0.288975], [-3.919881, -0.583287, 0.597877], [-2.365982, -0.338144, 1.617431], [-2.990663, 1.003018, 0.384668], [0.482524, -2.832532, 0.236861], [2.507799, -1.395984, -1.158210], [2.737902, -1.844521, 0.838517], [2.767572, 0.731095, -0.187213], [1.719008, 0.637131, 1.344206], [0.842925, 0.701231, -1.651879], [-0.497605, 1.929104, 0.783651], [-1.297435, 1.441995, -0.766826], [0.125511, 2.783245, -0.923583], [-1.890591, -1.033701, -0.638891]],
  "atomic_forces_ev_per_a": [[-2.0096, 1.9946, 0.5011], [1.7533, -0.9662, -1.0273], [1.6911, 0.2170, 2.4296], [0.5601, -0.9291, -1.2035], [-1.8364, 1.2096, -0.2498], [0.5928, -1.4142, 3.5740], [-0.4252, -0.2833, -2.8650], [2.0447, 0.4422, 0.0755], [-0.6018, 0.3284, -0.8462], [0.6154, -2.6309, 0.6784], [-0.8136, 1.4849, -1.0791], [-0.4967, 0.1721, 3.2113], [-1.6069, 1.2241, -2.3088], [0.3513, 0.5980, 0.2300], [0.5150, -1.2015, -1.9156], [0.1492, -0.3846, -1.1076], [0.3385, 0.5821, -0.2248], [1.5700, 1.6971, 0.6779], [-1.3082, -1.9109, 2.0896], [-1.0829, -0.2292, -0.6398]],
  "lowdin_charge": [-0.4585, -0.5936, -0.1371, -0.2160, -0.1724, -0.3349, -0.0997, 0.0558, 0.0443, 0.0682, 0.1220, 0.1604, 0.1415, 0.0771, 0.1410, 0.1109, 0.0671, 0.0523, 0.1243, 0.8472]
}



# 8
{
  "formula": "C7H12S",
  "method": "ωB97M-V/def2-TZVPD",
  "smiles": "C=C(CC)C(=S)CC",
  "total_energy_ev": -18286.4176,
  "relative_energy_ev": 2.815,
  "multiplicity": 1,
  "symbols": ["C", "C", "C", "C", "C", "C", "C", "S", "H", "H", "H", "H", "H", "H", "H", "H", "H", "H", "H", "H"],
  "positions_angstrom": [[-0.620516, -1.009589, -1.567576], [-0.183253, -0.645275, -0.368501], [-1.112412, 0.165563, 0.381180], [1.299276, -1.817056, 1.484011], [-0.462036, 2.107855, -0.958294], [1.292046, -0.967603, 0.186728], [-0.972667, 1.635222, 0.401532], [-2.403612, -0.595057, 1.103901], [0.020508, -1.459835, -2.313998], [-1.679080, -0.946226, -1.658991], [1.714088, -2.801188, 1.319153], [0.403144, -1.728180, 2.113499], [2.102716, -1.412994, 2.119060], [0.733768, 1.863849, -1.013364], [-0.523074, 3.108875, -1.152549], [-1.010846, 1.633145, -1.737478], [1.707644, -1.376268, -0.674662], [1.821500, 0.032542, 0.327224], [-1.862162, 2.237403, 0.821249], [-0.265032, 1.974818, 1.187879]],
  "atomic_forces_ev_per_a": [[0.6605, -0.6569, 0.6019], [2.4654, -0.4787, 0.1811], [-2.5161, -1.0091, 2.1995], [1.3916, 1.2533, 0.1505], [3.2827, -2.1480, 0.8509], [-2.5017, 2.8169, 0.6258], [-0.0509, 2.4201, 1.0678], [0.9077, 0.7089, -0.3740], [-0.1604, -0.2383, 0.0140], [-0.5853, 0.2622, -0.9681], [-0.8547, -0.6234, -0.1949], [0.0499, -0.4861, -0.6290], [-0.2219, 0.2221, -0.0281], [-3.0059, 0.3036, -0.2608], [-0.2968, 2.8440, 0.0451], [-0.0429, -0.6155, -0.7223], [1.2181, -1.2639, -1.0887], [-0.6509, -1.1680, 0.0734], [0.6530, -1.4931, -1.1626], [0.2584, -0.6504, -0.3813]],
  "lowdin_charge": [0.0441, -0.3864, -0.7582, -0.0859, -0.0953, -0.1537, -0.2858, 0.7249, 0.0759, 0.0581, 0.0640, 0.0664, 0.0659, 0.1394, 0.0285, 0.0576, 0.0675, 0.1189, 0.1317, 0.1224]
}